Entry from the OMol25 dataset: C30H25F3N5O3Sr as an isolated structure (the ωB97M-V functional and the def2-TZVPD basis).

CARTESIAN COORDINATES (ANGSTROEM)
Sr: 12.803 15.496 7.160
C: 8.261 17.340 8.193
O: 9.086 18.315 7.387
C: 10.201 17.617 7.049
N: 10.277 16.349 7.394
C: 9.107 16.098 8.364
C: 8.279 14.889 8.069
C: 8.636 13.833 7.253
C: 7.814 12.698 7.164
C: 6.630 12.590 7.831
C: 6.269 13.689 8.686
C: 7.100 14.715 8.819
C: 11.256 18.439 6.497
C: 11.081 19.785 6.249
C: 12.223 20.588 5.994
C: 13.484 20.026 6.141
C: 13.555 18.682 6.366
N: 12.492 17.913 6.401
C: 14.883 18.100 6.561
N: 15.138 16.812 6.841
C: 16.605 16.659 7.095
C: 17.156 18.062 6.689
O: 15.978 18.892 6.450
C: 17.239 15.481 6.432
C: 17.900 14.544 7.202
C: 18.502 13.430 6.578
C: 18.553 13.293 5.199
C: 17.771 14.196 4.434
C: 17.150 15.291 5.041
H: 7.310 17.165 7.684
H: 8.050 17.848 9.139
H: 9.547 15.940 9.369
H: 9.505 13.826 6.597
H: 8.250 11.827 6.689
H: 5.985 11.698 7.666
H: 5.347 13.527 9.258
H: 6.866 15.486 9.585
H: 10.081 20.179 6.258
H: 12.153 21.637 5.731
H: 14.482 20.465 6.032
H: 16.714 16.533 8.206
H: 17.767 17.964 5.795
H: 17.755 18.479 7.528
H: 18.011 14.633 8.320
H: 18.868 12.645 7.189
H: 19.202 12.624 4.673
H: 17.643 13.979 3.372
H: 16.756 16.074 4.348
N: 11.880 8.022 8.753
C: 12.523 8.566 7.672
O: 13.191 7.917 6.849
C: 12.456 10.063 7.587
C: 12.118 10.850 8.754
C: 12.225 12.216 8.768
N: 12.534 12.870 7.597
C: 12.776 12.170 6.463
C: 12.697 10.728 6.420
H: 11.704 7.041 8.763
H: 11.137 8.529 9.171
H: 11.843 10.335 9.668
H: 12.198 12.782 9.681
H: 13.098 12.649 5.519
H: 12.865 10.186 5.528
F: 12.106 15.334 10.653
C: 12.894 15.941 9.761
F: 12.564 17.284 9.827
F: 14.188 15.786 10.212

Kohn-Sham gap	0.23376	hartree
relative energy (zero: lowest compared OMol25 entry of this formula, charge and spin)	0.00	kcal/mol
max |F|	0.1012	hartree/bohr
total charge	+1

Atomic partial charges in e from the natural (NBO) method, atoms 1 to 6:
1 Sr 1.7149
2 C -0.0881
3 O -0.4712
4 C 0.5514
5 N -0.5691
6 C -0.1228



Entry from the OMol25 dataset: C30H25MoN6O2S2 as an isolated structure (the ωB97M-V functional and the def2-TZVPD basis).

CARTESIAN COORDINATES (ANGSTROEM)
Mo: -0.502 0.396 0.920
O: -0.322 -1.612 0.958
C: 0.696 -2.431 0.984
C: 0.557 -3.732 0.472
C: 1.615 -4.608 0.535
C: 2.850 -4.246 1.102
C: 2.988 -2.986 1.620
C: 1.921 -2.066 1.567
C: 2.113 -0.770 2.122
N: 1.304 0.239 2.076
C: 1.830 1.525 2.563
C: 1.831 2.444 1.365
N: 0.489 2.337 0.779
C: 0.064 3.309 0.063
C: -1.261 3.378 -0.491
C: -1.580 4.278 -1.517
C: -2.880 4.408 -1.944
C: -3.882 3.670 -1.297
C: -3.592 2.813 -0.255
C: -2.264 2.635 0.152
O: -1.978 1.815 1.151
H: -0.392 -4.014 0.036
H: 1.491 -5.608 0.135
H: 3.669 -4.950 1.134
H: 3.925 -2.678 2.069
H: 3.070 -0.607 2.620
H: 2.829 1.404 2.982
H: 1.174 1.932 3.338
H: 2.572 2.112 0.633
H: 2.040 3.474 1.653
H: 0.733 4.156 -0.099
H: -0.791 4.865 -1.974
H: -3.131 5.083 -2.749
H: -4.911 3.780 -1.617
H: -4.368 2.256 0.254
N: -1.834 0.107 -2.493
C: -2.638 -0.293 -1.497
N: -2.307 -0.300 -0.226
C: -3.371 -0.712 0.576
C: -4.496 -1.017 -0.093
S: -4.258 -0.816 -1.790
C: -3.167 -0.780 2.031
C: -4.020 -1.277 2.944
S: -3.335 -1.177 4.524
C: -1.904 -0.505 3.846
N: -1.957 -0.327 2.554
N: -0.820 -0.214 4.602
H: -0.844 0.212 -2.292
H: -2.122 -0.015 -3.447
H: -5.441 -1.351 0.300
H: -4.998 -1.700 2.791
H: -0.880 -0.206 5.604
H: -0.040 0.247 4.170
C: 0.685 0.208 -0.775
C: 1.485 -0.155 -1.616
C: 2.426 -0.585 -2.617
C: 3.021 0.334 -3.483
C: 3.926 -0.097 -4.440
C: 4.247 -1.445 -4.539
C: 3.663 -2.363 -3.675
C: 2.756 -1.938 -2.718
H: 2.766 1.383 -3.400
H: 4.384 0.619 -5.109
H: 4.951 -1.780 -5.289
H: 3.915 -3.413 -3.748
H: 2.299 -2.644 -2.035

Kohn-Sham gap (spin up / spin down)	0.28148 / 0.25646	hartree
max |F|	0.0167	hartree/bohr
⟨S²⟩	2.021
total charge	+1
2S+1	3

Atomic partial charges in e from the natural (NBO) method, atoms 1 to 6:
1 Mo 1.3644
2 O -0.6644
3 C 0.4281
4 C -0.2745
5 C -0.1333
6 C -0.2677



Entry from the OMol25 dataset: C30H25N3SSb2Se4Sn as an isolated structure (the ωB97M-V functional and the def2-TZVPD basis).

CARTESIAN COORDINATES (ANGSTROEM)
Sn: 0.228 -0.202 0.333
C: -0.214 -2.574 -4.094
N: 0.827 -1.709 -3.565
C: 1.704 -1.134 -4.573
C: 0.581 -1.016 -2.416
N: -0.094 -1.457 -1.411
H: -0.826 -2.024 -4.818
H: -0.847 -2.917 -3.284
H: 0.231 -3.437 -4.590
H: 1.202 -0.365 -5.170
H: 2.025 -1.933 -5.241
H: 2.586 -0.704 -4.106
Se: -1.944 6.063 -0.651
Sb: -1.790 4.534 1.353
Se: -0.635 2.490 0.825
Se: -0.276 6.502 1.015
Se: -3.461 4.503 2.987
N: 4.520 7.356 -0.578
C: 4.019 6.350 -0.815
C: 3.412 5.084 -1.131
C: 4.061 3.906 -0.777
C: 3.489 2.688 -1.094
C: 2.267 2.650 -1.763
C: 1.616 3.834 -2.111
C: 2.190 5.050 -1.799
C: 1.657 1.381 -2.033
C: 1.153 0.324 -2.332
H: 5.006 3.948 -0.253
H: 3.975 1.765 -0.809
H: 0.655 3.795 -2.604
H: 1.677 5.970 -2.036
S: 2.652 -1.647 0.113
Sb: 1.094 -3.325 -0.077
C: 1.023 -4.526 -1.801
C: 2.240 -4.777 -2.422
C: 2.306 -5.704 -3.451
C: 1.167 -6.401 -3.836
C: -0.042 -6.164 -3.198
C: -0.115 -5.225 -2.179
C: 1.974 -4.877 1.099
C: 3.357 -4.904 1.271
C: 3.989 -6.048 1.743
C: 3.247 -7.186 2.022
C: 1.872 -7.174 1.845
C: 1.243 -6.031 1.374
C: -0.393 -2.801 1.339
C: -1.695 -2.388 1.067
C: -2.409 -1.666 2.017
C: -1.807 -1.317 3.215
C: -0.512 -1.724 3.492
C: 0.198 -2.468 2.560
H: 3.134 -4.243 -2.118
H: 3.250 -5.890 -3.946
H: 1.225 -7.133 -4.630
H: -0.930 -6.709 -3.492
H: -1.069 -5.036 -1.699
H: 3.944 -4.017 1.058
H: 5.062 -6.047 1.887
H: 3.738 -8.082 2.377
H: 1.287 -8.057 2.065
H: 0.163 -6.043 1.247
H: -2.135 -2.611 0.103
H: -3.419 -1.346 1.801
H: -2.345 -0.705 3.926
H: -0.040 -1.438 4.422
H: 1.214 -2.786 2.763

Kohn-Sham gap	0.24112	hartree
relative energy (zero: lowest compared OMol25 entry of this formula, charge and spin)	44.01	kcal/mol
max |F|	0.0158	hartree/bohr
total charge	0

Atomic partial charges in e from the natural (NBO) method, atoms 1 to 6:
1 Sn 1.3837
2 C -0.4081
3 N -0.4195
4 C -0.4126
5 C 0.4115
6 N -1.0887



Entry from the OMol25 dataset: an isolated ion of composition C30H25O and charge +1 (the ωB97M-V functional and the def2-TZVPD basis).

CARTESIAN COORDINATES (ANGSTROEM)
C: -5.824 -3.727 -0.481
C: -4.717 -2.692 -0.405
C: -4.713 -1.618 -1.285
C: -3.649 -0.721 -1.328
C: -2.558 -0.850 -0.461
C: -1.508 0.226 -0.412
C: -0.089 -0.200 -0.182
C: 0.422 -1.540 -0.077
C: 1.766 -1.811 0.286
C: 2.636 -0.733 0.440
O: 4.011 -0.834 0.664
C: 4.759 -1.759 -0.067
C: 5.706 -1.197 -0.916
C: 6.422 -2.015 -1.779
C: 6.246 -3.404 -1.742
C: 5.349 -3.966 -0.816
C: 4.612 -3.139 0.051
C: 2.187 0.571 0.279
C: 0.869 0.814 -0.122
C: -2.553 -1.961 0.416
C: -3.598 -2.880 0.420
H: -5.470 -4.681 -0.060
H: -6.759 -3.442 0.028
H: -6.071 -3.936 -1.535
H: -5.539 -1.515 -1.994
H: -3.693 0.125 -1.995
H: -1.503 0.746 -1.496
H: -0.194 -2.440 -0.220
H: 2.147 -2.807 0.416
H: 5.842 -0.121 -0.906
H: 7.113 -1.571 -2.497
H: 6.780 -4.058 -2.442
H: 5.190 -5.056 -0.745
H: 3.941 -3.548 0.815
H: 2.867 1.405 0.399
H: 0.546 1.820 -0.300
H: -1.751 -2.065 1.161
H: -3.564 -3.795 1.014
C: -2.017 1.800 0.372
C: -2.274 1.468 1.812
C: -1.585 2.374 2.619
C: -0.989 3.435 1.834
C: -1.295 3.134 0.462
C: -1.095 3.994 -0.601
C: -0.257 5.107 -0.702
C: 0.486 5.782 0.265
C: 0.475 5.503 1.630
C: -0.198 4.488 2.298
H: -2.963 1.801 -0.294
H: -2.898 0.656 2.159
H: -1.483 2.333 3.705
H: -1.567 3.709 -1.543
H: -0.142 5.491 -1.719
H: 1.124 6.615 -0.071
H: 1.072 6.175 2.262
H: -0.052 4.511 3.385

Kohn-Sham gap	0.21381	hartree
max |F|	0.0833	hartree/bohr
total charge	+1

Atomic partial charges in e from the natural (NBO) method, atoms 1 to 6:
1 C -0.6387
2 C 0.0197
3 C -0.2083
4 C -0.1735
5 C -0.1320
6 C -0.1074



Entry from the OMol25 dataset: a 2-piece molecular cluster, C30H26BF6N3 overall (the ωB97M-V functional and the def2-TZVPD basis).

CARTESIAN COORDINATES (ANGSTROEM)
F: 3.971 4.207 -4.880
C: 2.970 3.310 -4.973
F: 1.863 3.764 -4.357
F: 2.703 3.031 -6.262
C: 3.418 2.018 -4.277
N: 2.318 1.049 -4.231
C: 2.255 0.092 -5.307
C: 2.812 -1.178 -5.152
C: 2.863 -2.051 -6.213
C: 2.352 -1.675 -7.440
C: 1.779 -0.428 -7.604
C: 1.734 0.450 -6.548
C: 1.288 1.171 -3.258
C: -0.053 0.993 -3.623
C: -1.040 0.963 -2.679
C: -0.734 1.060 -1.303
C: -1.761 1.002 -0.327
C: -1.605 0.712 1.055
C: -2.586 1.130 1.980
C: -2.457 0.870 3.313
C: -1.367 0.142 3.805
N: -1.231 -0.131 5.191
C: -1.509 0.935 6.161
C: -0.337 1.926 6.231
F: -0.756 3.028 6.881
F: 0.677 1.344 6.896
F: 0.040 2.231 4.975
C: -0.486 -1.277 5.650
C: 0.900 -1.224 5.796
C: 1.612 -2.350 6.131
C: 0.951 -3.543 6.350
C: -0.425 -3.607 6.240
C: -1.140 -2.486 5.889
C: -0.417 -0.328 2.887
C: -0.522 -0.045 1.554
C: 0.615 1.288 -0.954
C: 1.590 1.368 -1.905
H: 4.252 1.582 -4.829
H: 3.762 2.247 -3.269
H: 3.238 -1.445 -4.201
H: 3.327 -3.017 -6.094
H: 2.416 -2.348 -8.277
H: 1.393 -0.129 -8.565
H: 1.358 1.451 -6.673
H: -0.296 0.912 -4.667
H: -2.063 0.825 -2.979
H: -2.761 1.215 -0.665
H: -3.443 1.672 1.621
H: -3.225 1.189 3.990
H: -2.414 1.473 5.882
H: -1.668 0.494 7.145
H: 1.391 -0.274 5.667
H: 2.684 -2.299 6.230
H: 1.507 -4.423 6.622
H: -0.941 -4.533 6.436
H: -2.212 -2.520 5.805
H: 0.418 -0.899 3.251
H: 0.195 -0.454 0.863
H: 0.862 1.457 0.078
H: 2.606 1.564 -1.616
H: -4.178 -0.851 -1.331
B: -4.921 -1.710 -1.640
H: -5.780 -1.251 -2.305
H: -4.330 -2.517 -2.264
C: -5.508 -2.344 -0.431
N: -5.949 -2.830 0.518

Kohn-Sham gap	0.16939	hartree
max |F|	0.0433	hartree/bohr
total charge	0

Atomic partial charges in e from the natural (NBO) method, atoms 1 to 6:
1 F -0.3167
2 C 0.9646
3 F -0.3197
4 F -0.3199
5 C -0.2845
6 N -0.4900



Entry from the OMol25 dataset: C30H26BeN6O3STe as an isolated structure (the ωB97M-V functional and the def2-TZVPD basis).

CARTESIAN COORDINATES (ANGSTROEM)
Be: -0.739 -0.801 -0.379
O: -5.062 0.226 1.881
C: -4.920 1.204 0.975
C: -5.982 2.092 0.822
C: -5.924 3.111 -0.107
C: -4.793 3.272 -0.906
C: -3.733 2.401 -0.754
C: -3.764 1.359 0.181
C: -2.671 0.377 0.235
O: -1.571 0.512 -0.526
N: -2.813 -0.707 0.966
N: -1.723 -1.501 0.693
C: -1.636 -2.817 0.731
C: -0.586 -3.264 -0.110
C: -0.241 -4.610 -0.340
C: 0.745 -4.921 -1.232
C: 1.436 -3.873 -1.889
C: 1.062 -2.583 -1.650
N: 0.055 -2.235 -0.808
H: -4.284 -0.373 1.801
H: -6.859 1.947 1.446
H: -6.772 3.775 -0.228
H: -4.747 4.058 -1.651
H: -2.861 2.500 -1.382
H: -2.339 -3.465 1.245
H: -0.799 -5.379 0.182
H: 0.991 -5.954 -1.446
H: 2.249 -4.086 -2.572
H: 1.562 -1.767 -2.153
Te: -0.047 2.966 -0.849
C: 0.782 4.880 -1.023
C: 0.707 5.911 -0.119
C: 1.356 7.101 -0.554
C: 1.932 6.957 -1.782
S: 1.669 5.390 -2.412
H: 0.189 5.816 0.830
H: 1.393 8.019 0.020
H: 2.493 7.690 -2.349
C: 5.420 -4.506 2.247
C: 5.750 -3.576 1.102
C: 6.956 -2.885 1.052
C: 7.252 -2.027 0.000
C: 6.339 -1.836 -1.029
N: 6.693 -0.945 -2.081
C: 5.938 -0.221 -2.978
O: 6.409 0.130 -4.043
N: 4.617 0.108 -2.679
C: 3.963 0.405 -1.469
C: 4.595 0.572 -0.241
C: 3.823 0.822 0.879
C: 2.452 0.941 0.748
N: 1.842 0.841 -0.436
C: 2.583 0.572 -1.508
C: 5.142 -2.542 -1.006
C: 4.857 -3.396 0.050
H: 6.251 -4.576 2.948
H: 5.200 -5.510 1.876
H: 4.539 -4.157 2.791
H: 7.677 -3.008 1.854
H: 8.196 -1.491 -0.018
H: 7.658 -0.967 -2.358
H: 4.151 0.440 -3.505
H: 5.672 0.531 -0.163
H: 4.293 0.940 1.848
H: 1.813 1.153 1.600
H: 2.048 0.526 -2.457
H: 4.433 -2.432 -1.818
H: 3.914 -3.935 0.050

Kohn-Sham gap (spin up / spin down)	0.20065 / 0.23815	hartree
relative energy (zero: lowest compared OMol25 entry of this formula, charge and spin)	45.84	kcal/mol
max |F|	0.0154	hartree/bohr
total charge	0

Atomic partial charges in e from the natural (NBO) method, atoms 1 to 6:
1 Be 1.6799
2 O -0.6936
3 C 0.4379
4 C -0.3046
5 C -0.1657
6 C -0.2664



Entry from the OMol25 dataset: C30H26CaClN7S as an isolated structure (the ωB97M-V functional and the def2-TZVPD basis).

CARTESIAN COORDINATES (ANGSTROEM)
Ca: -0.195 -0.097 0.299
S: 2.460 0.159 0.951
C: 2.072 -0.045 2.648
N: 2.858 -0.714 3.426
N: 2.668 -0.791 4.738
C: 3.429 -1.671 5.506
C: 4.404 -2.489 4.939
C: 5.137 -3.336 5.754
C: 4.913 -3.389 7.123
C: 3.937 -2.573 7.680
C: 3.201 -1.716 6.881
N: 0.943 0.492 3.311
N: -0.050 0.829 2.644
C: -1.182 1.244 3.417
C: -1.228 1.232 4.808
C: -2.384 1.634 5.453
C: -3.497 2.045 4.727
C: -3.449 2.056 3.342
C: -2.291 1.659 2.692
H: 1.827 -0.396 5.134
H: 4.574 -2.450 3.873
H: 5.893 -3.968 5.308
H: 5.489 -4.058 7.748
H: 3.750 -2.598 8.746
H: 2.447 -1.072 7.321
H: -0.368 0.908 5.375
H: -2.423 1.624 6.534
H: -4.396 2.352 5.244
H: -4.310 2.370 2.767
H: -2.240 1.675 1.611
N: -2.723 2.780 -0.642
C: -3.276 1.521 -0.800
C: -4.670 1.487 -0.978
C: -5.295 0.279 -1.157
C: -4.523 -0.878 -1.163
C: -3.168 -0.751 -0.976
N: -2.524 0.421 -0.788
C: -1.432 3.251 -0.428
C: -1.314 4.633 -0.226
C: -0.065 5.175 -0.044
C: 1.042 4.336 -0.072
C: 0.830 2.991 -0.268
N: -0.386 2.432 -0.439
H: -3.411 3.514 -0.640
H: -5.231 2.413 -0.978
H: -6.367 0.236 -1.296
H: -4.957 -1.857 -1.303
H: -2.531 -1.622 -0.961
H: -2.201 5.254 -0.219
H: 0.047 6.239 0.118
H: 2.047 4.707 0.067
H: 1.662 2.300 -0.261
Cl: 4.590 -2.892 -3.479
C: 3.144 -2.827 -2.504
C: 1.950 -2.419 -3.069
C: 0.808 -2.367 -2.283
C: 0.815 -2.720 -0.922
C: -0.393 -2.586 -0.095
C: 2.052 -3.128 -0.394
C: 3.197 -3.183 -1.165
H: 1.912 -2.148 -4.116
H: -0.126 -2.055 -2.743
H: -0.345 -3.188 0.816
H: -1.266 -2.926 -0.658
H: 2.112 -3.388 0.656
H: 4.138 -3.493 -0.729

Kohn-Sham gap (spin up / spin down)	0.19587 / 0.19589	hartree
relative energy (zero: lowest compared OMol25 entry of this formula, charge and spin)	0.35	kcal/mol
max |F|	0.0103	hartree/bohr
total charge	0

Atomic partial charges in e from the natural (NBO) method, atoms 1 to 6:
1 Ca 1.7186
2 S -0.5447
3 C 0.0995
4 N -0.1970
5 N -0.4055
6 C 0.2402



Computed E (eV) in order:
-54092.2310 -68073.9594 -327110.1955 -33553.8387 -52980.9248 -65146.8420 -83759.3039